a:
Below is one molecule with the formula C3H5NO4, with properties calculated with the ωB97M-V functional and the def2-TZVPD basis.

Its SMILES is ON=C1OCOCO1.

Last column: Mulliken charge in e.
Geometry (Å):
O (1.80902, 0.24902, -0.33885)  -0.425
O (0.18406, -1.42146, -0.41237)  -0.331
O (-0.45291, 0.85451, -0.43795)  -0.340
O (-2.70136, 0.34372, -0.17185)  -0.347
N (-2.00161, -0.86895, -0.07050)  -0.492
C (0.77288, 1.30694, -0.02529)  -0.049
C (1.36644, -1.03502, 0.05195)  -0.109
C (-0.79289, -0.48025, -0.30556)  0.757
H (0.74481, 1.50842, 1.08099)  0.270
H (1.07880, 2.14666, -0.61236)  0.213
H (2.11790, -1.72973, -0.35091)  0.214
H (1.36326, -0.93413, 1.25071)  0.275
H (-3.48839, 0.06026, 0.34199)  0.366

***

b:
Below is C3H5NO4 as an isolated structure, with properties calculated with the ωB97M-V functional and the def2-TZVPD basis.

Last column: Mulliken charge in e.
Geometry (Å):
O (-1.35853, 0.27722, 0.79555)  -0.600
O (-0.50248, -2.19073, -2.65173)  -0.504
O (0.80112, -0.12941, -0.07838)  -0.190
O (-0.05686, 2.41995, 2.19973)  -0.447
N (0.19953, -0.38671, -1.38825)  -0.159
C (0.54285, 0.97766, 1.94419)  -0.471
C (0.44492, -1.63067, -2.03283)  0.237
C (-0.08930, 0.29785, 0.78148)  0.752
H (1.61243, 1.34156, 1.25115)  0.230
H (-0.77140, 0.06181, -1.48580)  0.309
H (0.50812, 0.15706, 3.11964)  0.279
H (1.71546, -1.71496, -1.93862)  0.235
H (-0.91813, 1.97626, 2.49297)  0.329

***

In terms of stability, a leads; the second structure lies 242.5 kJ/mol higher.

***

a:
Below is one molecule with the formula C2HFN2O2, with properties calculated with the ωB97M-V functional and the def2-TZVPD basis.

Its SMILES is N#C/C=[N+](/[O-])OF.

Last column: Mulliken charge in e.
Geometry (Å):
F (-2.82854, 0.13469, 0.03459)  -0.112
O (-0.51601, 1.91476, 0.01357)  -0.547
O (-1.41239, -0.24653, -0.03003)  -0.131
N (1.17152, -2.35599, 0.01636)  -0.362
N (-0.24295, 0.75396, -0.01123)  0.747
C (1.07482, -1.21458, -0.01269)  0.300
C (0.95011, 0.18111, -0.03191)  -0.298
H (1.80344, 0.83257, 0.02133)  0.403

***

b:
Below is a 2-piece molecular cluster, C2HFN2O2 overall, with properties calculated with the ωB97M-V functional and the def2-TZVPD basis.

Its SMILES is [O-][N+]#CF.C#[N+][O-].

Last column: Mulliken charge in e.
Geometry (Å):
F (-0.52112, 2.21960, -0.22757)  -0.193
O (0.96978, -1.44207, 2.23755)  -0.504
O (1.35720, 1.85280, 2.65058)  -0.548
N (0.74177, 2.07689, 1.66417)  0.492
N (0.74258, -0.93153, 1.18844)  0.431
C (0.48625, -0.38943, 0.17920)  -0.257
C (0.11605, 1.65295, 0.76843)  0.168
H (0.50214, -0.52739, -0.83905)  0.411

***

In terms of stability, b leads; the second structure lies 24.9 kJ/mol higher.

***

a:
Below is one molecule with the formula C4H9FN2O, with properties calculated with the ωB97M-V functional and the def2-TZVPD basis.

Its SMILES is CN/N=C(\CF)OC.

Last column: Mulliken charge in e.
Geometry (Å):
F (2.20950, -2.03837, 0.27061)  -0.287
O (1.91270, 0.45270, -0.12762)  -0.366
N (-0.28424, 0.52256, -0.41946)  -0.520
N (-1.45704, -0.36311, -0.56225)  -0.352
C (1.82708, 1.91501, 0.13001)  -0.549
C (-2.38377, -0.23984, 0.52301)  -0.818
C (0.94262, -1.70738, -0.26150)  -0.079
C (0.77168, -0.17794, -0.24913)  0.674
H (2.69803, 2.14990, 0.91699)  0.226
H (-3.30791, -0.78583, 0.33914)  0.316
H (0.07097, -2.14632, 0.35373)  0.209
H (0.83186, -2.18068, -1.34924)  0.199
H (-1.97159, -0.62687, 1.46057)  0.263
H (-1.88826, -0.02947, -1.41033)  0.243
H (-2.65328, 0.86841, 0.64424)  0.308
H (0.78901, 1.97859, 0.68956)  0.296
H (1.89263, 2.40864, -0.94834)  0.237

***

b:
Below is one molecule with the formula C4H9FN2O, with properties calculated with the ωB97M-V functional and the def2-TZVPD basis.

Its SMILES is [H]/N=C/N(C)OCCF.

Last column: Mulliken charge in e.
Geometry (Å):
F (1.14946, 1.92660, -2.01992)  -0.292
O (0.15016, 0.12931, -0.52468)  -0.209
N (-2.65681, 0.23470, 1.41435)  -0.638
N (-0.58000, -0.17048, 0.68632)  -0.042
C (-0.85165, -1.63600, 0.96393)  -0.697
C (-1.68113, 0.60377, 0.65722)  0.083
C (1.57080, 0.14788, -0.35107)  -0.203
C (1.91558, 0.76297, -1.72010)  -0.350
H (1.34795, 0.18000, -2.50418)  0.187
H (2.94909, 0.95588, -1.91850)  0.352
H (-1.37302, 1.70385, 0.28478)  0.261
H (-1.77605, -2.22535, 0.48021)  0.221
H (-3.36958, 1.02413, 1.72910)  0.238
H (2.09010, -0.93739, -0.12032)  0.270
H (0.19509, -1.91448, 0.45401)  0.232
H (-1.06175, -1.60716, 1.97536)  0.348
H (1.98176, 0.82175, 0.51348)  0.240

***

In terms of stability, a leads; the second structure lies 191.2 kJ/mol higher.

***

a:
Below is C5H10Si as an isolated structure, with properties calculated with the ωB97M-V functional and the def2-TZVPD basis.

Last column: Mulliken charge in e.
Geometry (Å):
Si (2.15515, 0.41409, 0.59574)  0.390
C (0.28099, 0.69873, 0.74676)  0.080
C (-0.46988, 1.73247, 1.51483)  -0.878
C (-0.98072, -0.45721, -0.35280)  -0.471
C (-0.52339, -1.48817, -1.13718)  0.261
C (-1.34603, -1.93424, -2.09792)  -0.958
H (0.37112, 2.16087, 2.24364)  0.266
H (2.30133, -0.65060, -0.54828)  -0.133
H (-1.43486, 1.47908, 2.13154)  0.265
H (-2.01490, -0.11436, -0.13010)  0.284
H (2.63224, -0.31026, 1.74963)  -0.109
H (2.90694, 1.69453, 0.33612)  -0.093
H (-2.38578, -1.45214, -2.23367)  0.199
H (-1.05374, -2.66143, -2.74012)  0.373
H (-0.92195, 2.57330, 0.86060)  0.242
H (0.48346, -1.68467, -0.93878)  0.282

***

b:
Below is one molecule with the formula C5H10Si, with properties calculated with the ωB97M-V functional and the def2-TZVPD basis.

Its SMILES is C#C[SiH2]C(C)C.

Last column: Mulliken charge in e.
Geometry (Å):
Si (-0.72042, 1.29372, -0.00273)  0.457
C (-3.24965, -0.42268, 0.49415)  0.398
C (-2.23122, 0.19687, 0.25820)  -0.814
C (0.96245, 0.34773, -0.11939)  0.239
C (0.98834, -0.63595, -1.33193)  -1.421
C (1.21231, -0.40459, 1.25017)  -1.288
H (1.28769, 0.26279, 2.05192)  0.389
H (2.23222, -0.97280, 1.13285)  0.309
H (1.72282, 1.14084, -0.52759)  0.233
H (-0.80319, 1.78194, -1.29315)  -0.170
H (-4.14742, -1.11227, 0.42747)  0.351
H (-0.59776, 2.14358, 1.17762)  -0.147
H (0.43056, -1.55237, -1.17685)  0.336
H (0.56148, -0.15004, -2.19930)  0.405
H (2.02958, -0.88873, -1.58032)  0.381
H (0.32220, -1.02804, 1.43886)  0.340

***

In terms of stability, b leads; the second structure lies 395.4 kJ/mol higher.

***

a:
Below is one molecule with the formula CH5N3OS, with properties calculated with the ωB97M-V functional and the def2-TZVPD basis.

Its SMILES is [H]/N=C(/NO)NS.

Last column: Mulliken charge in e.
Geometry (Å):
S (-1.49089, 0.07947, 2.02403)  -0.190
O (0.93090, 1.40252, -1.11842)  -0.476
N (0.44346, -1.58410, 0.21159)  -0.617
N (-1.07558, 0.29055, 0.50663)  -0.207
N (0.45674, 0.01936, -1.25412)  -0.212
C (-0.00089, -0.45226, -0.04719)  0.271
H (0.77223, 1.69068, -2.05184)  0.356
H (1.25007, -0.61380, -1.68947)  0.318
H (-0.16075, 0.02201, 2.36938)  0.149
H (-1.00715, 1.21532, 0.14202)  0.329
H (-0.11813, -2.06975, 0.90741)  0.280

***

b:
Below is one molecule with the formula CH5N3OS, with properties calculated with the ωB97M-V functional and the def2-TZVPD basis.

Its SMILES is NNC(=O)NS.

Last column: Mulliken charge in e.
Geometry (Å):
S (-0.98012, -2.38978, -0.02749)  -0.187
O (1.13064, -0.95282, -1.30769)  -0.560
N (0.64946, 1.07969, -0.43465)  -0.007
N (-0.23329, 1.87739, 0.32843)  -0.688
N (-0.56941, -0.79206, 0.24173)  -0.337
C (0.46657, -0.29909, -0.55222)  0.534
H (0.16535, -3.12572, 0.07153)  0.138
H (-0.52807, -0.53316, 1.22004)  0.316
H (1.10820, 1.60301, -1.15548)  0.251
H (-0.00898, 1.92572, 1.35695)  0.247
H (-1.20034, 1.60683, 0.25886)  0.294

***

c:
Below is one molecule with the formula CH5N3OS, with properties calculated with the ωB97M-V functional and the def2-TZVPD basis.

Its SMILES is [H]/N=C(/NO)NS.

Last column: Mulliken charge in e.
Geometry (Å):
S (-1.81832, -0.21452, -0.17828)  -0.098
O (0.38487, 1.82921, 0.33036)  -0.399
N (-0.34622, -0.90450, 0.25790)  -0.322
N (2.01762, -1.14324, 0.01997)  -0.688
N (0.94857, 0.89797, -0.54150)  -0.255
C (0.93340, -0.44017, -0.05435)  0.568
H (1.94316, 1.13718, -0.73283)  0.322
H (-0.35576, -1.76446, 0.77551)  0.218
H (-1.89134, 0.70271, 0.80582)  0.121
H (0.58244, 1.54138, 1.22745)  0.318
H (1.79556, -2.12872, 0.30527)  0.218

***

In terms of stability, b leads; the second structure lies 135.2 kJ/mol higher.

***

a:
Below is a 2-piece molecular cluster, C3H5FOS overall, with properties calculated with the ωB97M-V functional and the def2-TZVPD basis.

Last column: Mulliken charge in e.
Geometry (Å):
S (0.92763, -0.34616, 2.24389)  0.421
F (-1.43908, -0.18638, -1.73121)  -0.232
O (1.18843, -0.95501, 3.54755)  -0.517
C (0.29908, 1.20819, -1.57475)  -0.685
C (-0.96773, 1.04533, -1.53101)  0.126
C (0.10350, -1.51274, 1.35642)  -0.352
H (-0.00227, -1.18434, 0.25579)  0.162
H (1.00514, 0.55130, -2.12256)  0.267
H (0.64585, 2.15570, -1.14565)  0.232
H (-0.16864, -2.54282, 1.71150)  0.286
H (-1.59191, 1.76694, -1.00997)  0.293

***

b:
Below is one molecule with the formula C3H5FOS, with properties calculated with the ωB97M-V functional and the def2-TZVPD basis.

Its SMILES is C[C@@H](F)C(=O)S.

Last column: Mulliken charge in e.
Geometry (Å):
S (2.54525, -0.69068, -0.03468)  -0.218
F (-0.29828, -1.86288, -0.33997)  -0.273
O (1.07970, 1.47824, -0.21185)  -0.504
C (-0.23241, -0.62453, 0.19624)  0.291
C (0.99408, 0.26170, -0.10583)  0.496
C (-1.48869, 0.23070, -0.10835)  -1.192
H (-1.52023, 1.19084, 0.46388)  0.342
H (-2.35983, -0.17119, 0.39873)  0.368
H (3.23403, 0.35696, -0.35389)  0.152
H (-0.23528, -0.74064, 1.21955)  0.214
H (-1.71835, 0.57149, -1.12383)  0.325

***

In terms of stability, b leads; the second structure lies 230.5 kJ/mol higher.